(1)
ORCA calculation (ωB97M-V with the def2-TZVPD basis set) on the ion C4H12NO with charge +1.

As for the HOMO energy: -14.8 eV. Its spin multiplicity is 1. The charge is +1. The SMILES is C[C@@H]([NH3+])CCO. The energy comes out at -289.3122 a.u. Its max |F| is 3.773 eV/A.

The geometry in XYZ format:
```
18
C4H12NO | the Open Molecules 2025 dataset | ωB97M-V with the def2-TZVPD basis set
C -1.644 1.162 0.721
C -0.344 0.493 0.259
C -0.419 -0.394 -1.001
C 0.927 -1.049 -1.350
O 1.946 -0.354 -0.682
N 0.435 -0.234 1.481
H -1.503 1.649 1.677
H -2.564 0.645 0.539
H -1.956 2.057 0.150
H 0.408 1.301 0.048
H -1.130 -1.253 -0.671
H -0.845 0.100 -1.828
H 0.949 -2.052 -0.777
H 1.082 -1.294 -2.409
H 2.564 0.201 -1.242
H 1.416 -0.539 1.162
H 0.790 0.524 2.031
H -0.110 -0.964 1.892
```

Mulliken population analysis, charges in e, atoms 1 to 5: -1.345 0.361 -0.734 -0.470 -0.602

(2)
ORCA calculation (ωB97M-V with the def2-TZVPD basis set) on a cluster of 14 separate species, C5H39NO15 in total.

As for the HOMO energy: -9.9 eV. Its spin multiplicity is 1. The charge is 0. The energy comes out at -1397.0485 a.u. Its max |F| is 7.244 eV/A.

The geometry in XYZ format:
```
60
C5H39NO15 | the Open Molecules 2025 dataset | ωB97M-V with the def2-TZVPD basis set
C -3.700 1.303 -0.070
C -2.592 0.967 -1.012
C -2.115 2.171 -1.854
C -1.263 2.128 -3.126
O 0.097 2.062 -2.858
N -1.537 0.258 -0.338
C -1.600 -1.201 -0.360
O -1.957 -1.727 0.869
H -3.327 1.717 0.923
H -4.425 2.052 -0.404
H -4.149 0.354 0.357
H -3.182 0.316 -1.920
H -1.496 2.991 -1.421
H -3.046 2.697 -2.276
H -1.448 1.339 -3.918
H -1.386 3.106 -3.759
H 0.133 1.278 -2.294
H -0.547 0.604 -0.862
H -0.564 -1.438 -0.572
H -2.691 -1.540 -0.834
H -1.622 -1.346 1.685
H 3.947 -1.565 2.174
H 2.997 -0.663 1.647
O 3.509 -1.385 1.332
H 1.912 -2.050 -2.670
H 0.799 -2.492 -1.708
O 0.997 -1.980 -2.560
H 1.820 0.791 3.506
H 1.054 0.931 2.161
O 1.897 0.696 2.517
H -0.065 -3.115 0.378
H -0.229 -4.490 0.523
O 0.435 -3.858 0.221
H 1.514 -0.555 -1.564
H 2.080 0.585 -0.811
O 1.543 -0.095 -0.661
H 3.129 3.134 0.963
H 2.002 2.206 1.467
O 2.330 3.168 1.432
H -0.800 1.014 1.170
H -0.680 2.576 1.741
O -0.561 1.573 2.019
H 1.400 3.508 -1.540
H 1.567 3.720 -3.049
O 1.975 3.321 -2.231
H 0.173 -2.893 3.436
H -1.299 -3.172 3.881
O -0.475 -3.607 3.794
H -0.681 -0.622 -3.976
H -1.081 -1.330 -2.827
O -1.426 -0.566 -3.400
H 0.397 -1.264 1.388
H 0.334 -0.565 2.725
O 0.170 -1.340 2.362
H 3.758 -1.675 -1.131
H 3.693 -0.403 -2.027
O 3.496 -1.349 -2.044
H -1.706 1.137 4.551
H -1.493 -0.113 5.209
O -1.832 0.239 4.282
```

Mulliken population analysis, charges in e, atoms 1 to 5: -1.326 1.045 -1.020 -0.521 -0.313

(3)
ORCA calculation (ωB97M-V with the def2-TZVPD basis set) on a structure of composition C66H80N5O6Rb.

As for the HOMO energy: -2.3 eV. Its spin multiplicity is 1. The charge is -2. The energy comes out at -3312.5077 a.u. Its max |F| is 1.367 eV/A.

The geometry in XYZ format:
```
158
C66H80N5O6Rb | the Open Molecules 2025 dataset | ωB97M-V with the def2-TZVPD basis set
Rb -0.910 0.632 -1.911
C -3.084 3.236 0.033
O -1.851 2.538 0.168
C -1.573 2.051 1.435
C -2.407 1.117 2.050
C -3.565 0.396 1.363
C -3.316 -1.098 1.294
C -3.588 -1.922 2.379
C -3.179 -3.250 2.441
C -2.392 -3.703 1.377
C -2.102 -2.927 0.271
C -1.036 -3.350 -0.720
C 0.343 -2.887 -0.254
C 0.835 -3.362 0.964
C 2.034 -2.926 1.501
C 2.720 -1.922 0.821
C 2.277 -1.411 -0.385
C 3.035 -0.242 -0.995
C 3.116 0.925 -0.038
C 4.284 1.312 0.602
C 4.325 2.369 1.515
C 3.120 3.041 1.764
C 1.934 2.695 1.146
C 0.620 3.395 1.404
C -0.406 2.500 2.074
C -0.163 2.091 3.373
C -1.036 1.257 4.068
C -2.132 0.774 3.377
C -0.746 0.885 5.521
C 0.570 0.103 5.590
C -0.628 2.161 6.366
C -1.843 0.010 6.127
C 1.900 1.612 0.220
O 0.812 1.273 -0.345
C 5.598 2.798 2.243
C 5.935 4.257 1.901
C 6.803 1.937 1.862
C 5.400 2.680 3.762
C 1.119 -1.966 -0.950
O 0.708 -1.528 -2.199
C 1.333 -2.212 -3.272
C 2.613 -3.473 2.805
C 1.704 -4.520 3.448
C 2.800 -2.325 3.804
C 3.974 -4.122 2.521
C -2.703 -1.636 0.126
O -2.635 -0.980 -0.977
C -3.485 -4.173 3.620
C -4.239 -5.417 3.132
C -2.176 -4.617 4.290
C -4.342 -3.486 4.684
H -3.523 3.447 1.011
H -3.799 2.655 -0.551
H -2.884 4.175 -0.487
H -3.711 0.773 0.356
H -4.486 0.598 1.921
H -4.140 -1.490 3.208
H -1.967 -4.704 1.419
H -1.250 -2.937 -1.705
H -1.025 -4.442 -0.804
H 0.229 -4.081 1.499
H 3.613 -1.482 1.253
H 2.532 0.073 -1.912
H 4.046 -0.569 -1.263
H 5.188 0.757 0.371
H 3.104 3.870 2.470
H 0.203 3.741 0.459
H 0.795 4.269 2.040
H 0.751 2.442 3.843
H -2.802 0.074 3.854
H 1.403 0.669 5.170
H 0.476 -0.821 5.017
H 0.815 -0.156 6.625
H 0.166 2.810 5.996
H -0.403 1.909 7.407
H -1.562 2.726 6.341
H -1.936 -0.939 5.594
H -2.815 0.508 6.107
H -1.598 -0.213 7.169
H 6.105 4.366 0.828
H 6.835 4.587 2.432
H 5.115 4.923 2.177
H 7.020 2.003 0.794
H 6.636 0.887 2.108
H 7.687 2.277 2.408
H 4.572 3.303 4.101
H 6.303 2.991 4.298
H 5.171 1.648 4.036
H 2.416 -2.261 -3.122
H 1.120 -1.647 -4.176
H 0.936 -3.230 -3.365
H 0.731 -4.099 3.706
H 2.165 -4.891 4.367
H 1.540 -5.372 2.785
H 1.844 -1.845 4.009
H 3.474 -1.558 3.419
H 3.211 -2.700 4.747
H 3.866 -4.952 1.819
H 4.414 -4.507 3.447
H 4.670 -3.404 2.086
H -3.661 -5.956 2.380
H -5.190 -5.132 2.677
H -4.442 -6.101 3.963
H -1.536 -5.159 3.592
H -2.376 -5.273 5.144
H -1.618 -3.746 4.643
H -5.297 -3.152 4.273
H -3.833 -2.618 5.108
H -4.549 -4.186 5.499
O 2.148 0.791 -9.749
C 2.567 1.533 -8.839
O 3.367 2.487 -8.890
C 1.823 1.382 -7.489
C 2.109 2.205 -6.410
C 1.397 2.042 -5.227
N 0.458 1.113 -5.071
C 0.191 0.306 -6.097
C 0.842 0.415 -7.320
C -0.835 -0.753 -5.826
C -1.088 -1.793 -6.721
C -1.997 -2.775 -6.364
C -2.620 -2.709 -5.128
C -2.314 -1.637 -4.302
N -1.458 -0.681 -4.650
C 1.626 2.912 -4.036
C 2.884 3.414 -3.718
C 3.025 4.180 -2.573
C 1.910 4.443 -1.794
C 0.696 3.909 -2.197
N 0.555 3.151 -3.278
H 2.864 2.969 -6.537
H 0.625 -0.217 -8.170
H -0.572 -1.842 -7.668
H -2.204 -3.594 -7.044
H -3.320 -3.467 -4.799
H -2.746 -1.543 -3.306
H 3.735 3.174 -4.341
H 4.000 4.547 -2.277
H 1.982 5.008 -0.875
H -0.202 4.050 -1.605
N -4.965 -0.490 -2.619
C -4.894 0.239 -3.885
C -4.808 1.743 -3.647
C -4.542 2.536 -4.923
C -3.056 2.600 -5.275
N -2.312 3.426 -4.322
H -4.030 -0.595 -2.219
H -5.265 -1.446 -2.775
H -5.804 0.029 -4.457
H -4.055 -0.079 -4.523
H -4.006 1.958 -2.935
H -5.735 2.064 -3.165
H -4.910 3.561 -4.819
H -5.095 2.089 -5.758
H -2.945 2.972 -6.301
H -2.634 1.592 -5.272
H -2.096 4.331 -4.717
H -1.423 3.006 -4.071
```

Mulliken population analysis, charges in e, atoms 1 to 5: -0.379 -1.020 0.127 0.177 0.630

(4)
ORCA calculation (ωB97M-V with the def2-TZVPD basis set) on a cluster of 4 separate species, C32H54NO8S in total.

As for the HOMO energy: -4.9 eV. Its spin multiplicity is 1. The charge is -1. The energy comes out at -2306.2384 a.u. Its max |F| is 6.950 eV/A.

The geometry in XYZ format:
```
96
C32H54NO8S | the Open Molecules 2025 dataset | ωB97M-V with the def2-TZVPD basis set
C -2.177 -4.304 -2.128
C -1.285 -5.493 -1.525
C 0.085 -5.017 -0.833
C 1.375 -5.097 -1.812
C 1.974 -3.660 -2.214
C 3.576 -3.575 -2.232
C 4.301 -4.028 -0.875
C 4.618 -2.831 0.153
C 3.267 -2.387 0.958
C 3.655 -1.313 2.107
C 3.571 0.161 1.473
C 2.485 1.151 2.117
C 1.124 0.486 2.636
C 0.100 0.022 1.466
C -0.082 1.138 0.328
C 0.827 0.858 -1.004
C -0.059 0.180 -2.152
O 1.635 1.983 -1.401
C 1.040 2.806 -2.417
C -0.363 3.479 -1.998
C -1.686 3.348 -2.784
C -3.009 4.000 -2.272
C -2.980 4.794 -0.944
C -1.682 5.006 -0.127
C -0.387 4.337 -0.681
C -0.010 -1.536 1.094
C -1.595 -1.918 1.172
O -2.069 -3.069 1.142
O -2.217 -0.642 1.327
C -1.344 0.120 2.233
N -1.923 1.521 2.392
C -3.103 1.485 1.834
S -4.595 1.563 1.076
C -1.445 -0.452 3.734
O -0.872 -1.498 4.174
O -2.275 0.247 4.618
H -2.959 -4.715 -2.874
H -1.453 -3.566 -2.634
H -2.766 -3.711 -1.351
H -1.898 -6.109 -0.760
H -1.089 -6.228 -2.398
H -0.043 -3.956 -0.435
H 0.281 -5.721 0.064
H 2.188 -5.807 -1.423
H 0.989 -5.583 -2.790
H 1.542 -2.835 -1.553
H 1.611 -3.440 -3.290
H 3.930 -4.312 -3.053
H 3.899 -2.529 -2.596
H 3.746 -4.838 -0.291
H 5.325 -4.469 -1.185
H 5.416 -3.072 0.932
H 4.935 -1.905 -0.467
H 2.587 -1.930 0.141
H 2.762 -3.333 1.366
H 4.771 -1.520 2.343
H 3.097 -1.459 3.089
H 4.605 0.653 1.654
H 3.496 0.034 0.334
H 2.986 1.642 3.035
H 2.322 2.004 1.360
H 1.249 -0.363 3.386
H 0.557 1.323 3.204
H -1.159 1.233 -0.069
H 0.251 2.136 0.794
H 1.570 0.036 -0.660
H -1.005 0.748 -2.437
H 0.621 -0.064 -3.058
H -0.400 -0.854 -1.759
H 1.001 2.320 -3.466
H 1.759 3.705 -2.556
H -1.656 2.716 -3.748
H -3.949 3.823 -2.899
H -3.960 5.236 -0.574
H -1.618 5.605 0.854
H 0.579 4.481 -0.069
H 0.362 -1.811 0.044
H 0.602 -2.051 1.911
C -4.692 7.613 1.642
O -4.836 6.617 0.640
H -3.984 8.364 1.291
H -5.658 8.087 1.832
H -4.312 7.159 2.560
H -5.467 5.966 0.975
C 1.314 1.975 -6.958
O 0.722 1.676 -5.703
H 1.681 3.002 -6.938
H 2.151 1.296 -7.143
H 0.569 1.874 -7.752
H 0.406 0.764 -5.747
C -3.849 0.386 8.006
O -2.509 0.248 7.572
H -3.877 0.308 9.095
H -4.236 1.364 7.704
H -4.461 -0.408 7.571
H -2.514 0.322 6.602
```

Mulliken population analysis, charges in e, atoms 1 to 5: -0.624 -0.755 0.733 -0.903 0.906